DFT (ωB97M-V/def2-TZVPD) results for C5H11NOS in the gas phase at a distorted geometry.

Calculated values
LUMO level	0.49	eV
SMILES	C[C@]1(S)[C@H](N)[C@@]1(C)O
multiplicity	1
DFT total energy	-19732.91422	eV
net charge	0
ΔE to the lowest compared entry with this formula, charge and spin	96.4	kcal/mol

Positions of all 19 atoms, in Å:
S  -2.400  0.462  -0.380
H  -1.051  2.486  -0.921
H  -1.653  -1.886  1.328
C  -0.718  -1.110  1.205
H  0.719  -2.175  -1.341
H  -3.067  -0.829  -0.822
H  -0.946  -0.494  2.074
H  2.018  0.227  0.509
O  -0.151  2.399  -0.364
C  0.202  1.074  -0.238
H  -0.288  -0.151  -2.139
C  -0.812  -0.116  0.001
H  1.259  1.433  1.653
H  0.348  -1.649  1.280
C  1.436  1.176  0.589
N  1.185  -1.193  -1.284
C  0.155  -0.182  -1.182
H  1.577  -1.376  -0.180
H  2.186  1.904  0.211